--- one ---
{
  "formula": "C2H3FS",
  "method": "the ωB97M-V functional and the def2-TZVPD basis",
  "species": ["C", "C", "F", "S", "H", "H", "H"],
  "xyz": [[-1.16, -3.02, -1.58], [0.19, -0.14, -0.32], [-2.34, -3.56, -1.27], [-1.20, -1.51, -0.51], [-0.15, 0.74, 0.30], [0.39, 0.20, -1.31], [1.12, -0.41, 0.12]],
  "nbo_charge": [0.252, -0.668, -0.338, 0.066, 0.242, 0.222, 0.223],
  "multiplicity": 1,
  "total_charge": 0,
  "orbital_gap_ev": 9.3,
  "e_homo_ev": -9.403,
  "molar_mass_g_mol": 78.11
}


--- two ---
{
  "formula": "C2H3FS",
  "method": "the ωB97M-V functional and the def2-TZVPD basis",
  "species": ["C", "C", "F", "S", "H", "H", "H"],
  "xyz": [[0.92, 0.62, 0.07], [-0.05, 0.93, -0.73], [-0.90, -1.88, 1.20], [-1.84, -1.52, -0.04], [1.75, 1.44, 0.28], [1.08, -0.35, 0.48], [-0.95, 0.76, -1.26]],
  "nbo_charge": [-0.504, 0.033, -0.501, 0.193, 0.259, 0.275, 0.245],
  "multiplicity": 1,
  "total_charge": 0,
  "orbital_gap_ev": [5.8, 5.8],
  "e_homo_ev": [-8.302, -8.300],
  "molar_mass_g_mol": 78.11
}


one wins, 0.0830 hartree ahead of the next structure.


--- one ---
{
  "formula": "C28H31O4PS4Se2V",
  "method": "the ωB97M-V functional and the def2-TZVPD basis",
  "species": ["V", "C", "C", "S", "C", "C", "S", "C", "C", "S", "C", "C", "S", "H", "H", "H", "H", "H", "H", "H", "H", "H", "H", "H", "H", "H", "H", "H", "H", "Se", "P", "Se", "C", "C", "C", "C", "C", "C", "C", "C", "C", "C", "C", "C", "H", "H", "H", "H", "H", "H", "H", "H", "H", "H", "O", "C", "O", "C", "C", "C", "C", "O", "C", "O", "C", "C", "H", "H", "H", "H", "H"],
  "xyz": [[-0.11, -0.91, 0.28], [-1.91, -2.58, 3.58], [-2.86, -2.15, 2.47], [-2.46, -0.63, 1.57], [-2.67, 0.73, 2.77], [-1.61, 0.90, 3.85], [0.09, 1.06, 3.18], [0.96, 1.02, 4.79], [2.41, 0.56, 4.66], [2.74, -1.01, 3.80], [2.00, -2.28, 4.86], [0.48, -2.40, 4.79], [-0.16, -2.58, 3.08], [-2.18, -3.59, 3.90], [-2.01, -1.92, 4.44], [-3.87, -2.05, 2.86], [-2.85, -2.90, 1.67], [-3.65, 0.60, 3.23], [-2.70, 1.61, 2.13], [-1.61, 0.05, 4.54], [-1.83, 1.80, 4.42], [0.41, 0.37, 5.46], [0.95, 2.03, 5.20], [2.86, 0.51, 5.66], [2.98, 1.28, 4.07], [2.30, -2.11, 5.89], [2.46, -3.20, 4.50], [0.00, -1.53, 5.23], [0.17, -3.29, 5.35], [2.27, -0.44, 0.29], [1.35, 0.99, -1.05], [-0.73, 1.41, -0.59], [1.47, 0.52, -2.80], [2.20, -0.59, -3.21], [2.24, -0.91, -4.56], [1.56, -0.14, -5.49], [0.83, 0.97, -5.07], [0.79, 1.30, -3.73], [2.35, 2.51, -0.92], [1.88, 3.64, -0.26], [2.71, 4.73, -0.09], [4.01, 4.70, -0.59], [4.47, 3.57, -1.25], [3.65, 2.47, -1.41], [2.70, -1.21, -2.48], [2.80, -1.78, -4.89], [1.58, -0.40, -6.54], [0.29, 1.57, -5.80], [0.21, 2.15, -3.39], [0.86, 3.64, 0.13], [2.35, 5.61, 0.43], [4.66, 5.56, -0.46], [5.49, 3.55, -1.63], [4.00, 1.58, -1.91], [0.51, -2.60, -1.62], [-0.61, -2.38, -1.17], [-0.89, -2.51, 0.11], [-1.73, -1.94, -2.07], [-3.05, -1.92, -1.64], [-4.07, -1.43, -2.45], [-3.72, -0.97, -3.69], [-4.52, -0.44, -4.67], [-3.66, -0.15, -5.77], [-2.34, -0.50, -5.41], [-2.40, -1.01, -4.14], [-1.39, -1.50, -3.36], [-3.29, -2.30, -0.66], [-5.10, -1.41, -2.11], [-3.72, 0.92, -6.01], [-3.98, -0.74, -6.64], [-0.36, -1.54, -3.70]],
  "mulliken_charge": [-0.145, -0.981, -0.992, 0.244, -1.039, -0.660, 0.276, -0.911, -0.889, 0.027, -0.980, -0.389, 0.263, 0.582, 0.407, 0.677, 0.290, 0.477, 0.382, 0.135, 0.560, 0.407, 0.504, 0.469, 0.367, 0.456, 0.409, -0.025, 0.496, -0.668, 0.914, -0.452, 0.645, -0.193, -0.673, -0.486, -0.625, -0.680, 0.773, -0.366, -0.651, -0.423, -0.652, -0.520, 0.337, 0.391, 0.377, 0.444, 0.443, 0.248, 0.401, 0.378, 0.396, 0.358, -0.627, 0.169, -0.573, 0.322, 0.008, -1.357, 1.204, -0.509, -0.315, -0.517, 1.203, -1.209, 0.412, 0.452, 0.278, 0.256, 0.671],
  "multiplicity": 4,
  "total_charge": 0,
  "orbital_gap_ev": [7.2, 8.1],
  "e_homo_ev": [-6.932, -7.868],
  "molar_mass_g_mol": 799.66
}


--- two ---
{
  "formula": "C28H31O4PS4Se2V",
  "method": "the ωB97M-V functional and the def2-TZVPD basis",
  "species": ["V", "C", "C", "S", "C", "C", "S", "C", "C", "S", "C", "C", "S", "H", "H", "H", "H", "H", "H", "H", "H", "H", "H", "H", "H", "H", "H", "H", "H", "Se", "P", "Se", "C", "C", "C", "C", "C", "C", "C", "C", "C", "C", "C", "C", "H", "H", "H", "H", "H", "H", "H", "H", "H", "H", "O", "C", "O", "C", "C", "C", "C", "O", "C", "O", "C", "C", "H", "H", "H", "H", "H"],
  "xyz": [[0.00, -0.35, -1.19], [-3.25, -0.06, -2.64], [-2.34, 0.57, -3.69], [-0.57, 0.20, -3.57], [-0.39, -1.44, -4.33], [-1.04, -2.63, -3.63], [-0.46, -2.81, -1.91], [-1.94, -3.58, -1.21], [-1.87, -3.71, 0.31], [-1.68, -2.19, 1.26], [-3.34, -1.48, 1.21], [-3.82, -0.95, -0.13], [-2.63, 0.15, -0.95], [-3.40, -1.12, -2.82], [-4.23, 0.43, -2.69], [-2.37, 1.65, -3.60], [-2.68, 0.29, -4.69], [0.70, -1.57, -4.37], [-0.75, -1.39, -5.36], [-0.80, -3.54, -4.18], [-2.12, -2.52, -3.61], [-2.03, -4.58, -1.65], [-2.80, -3.00, -1.52], [-1.01, -4.32, 0.59], [-2.76, -4.24, 0.65], [-3.28, -0.66, 1.93], [-4.06, -2.20, 1.60], [-4.73, -0.36, 0.03], [-4.07, -1.76, -0.81], [1.04, 2.00, -0.79], [-0.67, 3.16, -0.10], [-2.12, 3.76, -1.55], [0.03, 4.61, 0.76], [1.04, 4.41, 1.70], [1.56, 5.49, 2.40], [1.08, 6.77, 2.16], [0.08, 6.97, 1.23], [-0.45, 5.89, 0.53], [-1.42, 2.28, 1.33], [-0.69, 1.35, 2.06], [-1.22, 0.81, 3.23], [-2.48, 1.19, 3.67], [-3.22, 2.10, 2.92], [-2.70, 2.64, 1.76], [1.43, 3.41, 1.87], [2.35, 5.33, 3.13], [1.49, 7.61, 2.71], [-0.29, 7.97, 1.03], [-1.23, 6.03, -0.21], [0.28, 1.02, 1.70], [-0.64, 0.08, 3.78], [-2.88, 0.78, 4.58], [-4.21, 2.39, 3.26], [-3.27, 3.34, 1.16], [1.99, -0.98, -1.53], [2.07, -1.35, -0.32], [1.08, -1.19, 0.45], [3.33, -1.97, 0.18], [3.40, -2.41, 1.50], [4.56, -3.01, 2.00], [5.61, -3.14, 1.13], [6.84, -3.67, 1.37], [7.54, -3.63, 0.13], [6.73, -2.94, -0.82], [5.54, -2.70, -0.19], [4.41, -2.11, -0.70], [2.53, -2.27, 2.13], [4.63, -3.35, 3.02], [7.72, -4.65, -0.22], [8.48, -3.09, 0.26], [4.35, -1.76, -1.71]],
  "mulliken_charge": [0.923, -0.875, -0.795, -0.040, -0.874, -0.783, 0.071, -0.340, -1.125, 0.167, -0.493, -1.360, 0.436, 0.220, 0.547, 0.220, 0.563, 0.383, 0.530, 0.550, 0.326, 0.555, -0.077, 0.406, 0.498, -0.115, 0.632, 0.595, 0.588, -0.548, 0.649, -0.443, 0.756, -0.466, -0.701, -0.443, -0.534, -0.546, 0.386, 0.076, -0.691, -0.625, -0.557, -0.623, 0.342, 0.384, 0.368, 0.387, 0.256, 0.307, 0.397, 0.365, 0.400, 0.355, -0.903, 1.279, -0.690, -0.231, -0.563, -1.056, 0.973, -0.501, -0.237, -0.506, 0.813, -0.899, 0.531, 0.428, 0.252, 0.244, 0.478],
  "multiplicity": 4,
  "total_charge": 0,
  "orbital_gap_ev": [6.9, 7.1],
  "e_homo_ev": [-6.939, -7.102],
  "molar_mass_g_mol": 799.66
}


two wins, 0.0842 hartree ahead of the next structure.


--- one ---
{
  "formula": "C4H11N4",
  "method": "the ωB97M-V functional and the def2-TZVPD basis",
  "species": ["C", "C", "C", "C", "N", "N", "N", "N", "H", "H", "H", "H", "H", "H", "H", "H", "H", "H", "H"],
  "xyz": [[1.91, -1.14, 0.23], [2.66, -0.23, 0.30], [-0.56, -0.48, 0.69], [-1.02, 0.82, -1.57], [-0.38, 0.52, -0.23], [-1.38, -1.53, 0.41], [0.03, -0.54, 1.87], [0.48, 1.66, 0.20], [1.32, -1.98, 0.50], [3.01, 0.77, 0.14], [-2.10, 1.03, -1.38], [-0.41, 1.61, -2.00], [-0.86, -0.07, -2.17], [-1.90, -1.69, -0.37], [-1.37, -2.41, 1.02], [-0.64, -1.03, 2.48], [0.83, 0.09, 2.15], [-0.03, 2.34, 0.67], [0.89, 2.08, -0.62]],
  "nbo_charge": [-0.278, -0.206, 0.690, -0.408, -0.244, -0.789, -0.792, -0.644, 0.231, 0.245, 0.233, 0.234, 0.225, 0.419, 0.428, 0.426, 0.482, 0.371, 0.375],
  "multiplicity": 1,
  "total_charge": 1,
  "orbital_gap_ev": 10.8,
  "e_homo_ev": -13.697,
  "molar_mass_g_mol": 115.16
}


--- two ---
{
  "formula": "C4H11N4",
  "method": "the ωB97M-V functional and the def2-TZVPD basis",
  "species": ["H", "N", "C", "N", "N", "C", "C", "C", "N", "H", "H", "H", "H", "H", "H", "H", "H", "H", "H"],
  "xyz": [[-3.33, -0.85, 0.38], [-2.47, -0.34, 0.73], [-1.44, -0.25, 0.10], [-0.88, -0.81, -1.01], [0.49, -0.56, -1.22], [1.01, 0.16, 0.03], [1.46, -0.92, 0.98], [-0.21, 0.95, 0.56], [-0.31, 2.25, -0.04], [-1.35, -1.55, -1.66], [0.70, -0.02, -1.97], [1.01, -1.43, -1.43], [1.85, 0.71, -0.09], [0.66, -1.60, 1.18], [2.00, -0.48, 1.75], [2.33, -1.46, 0.47], [-0.18, 1.01, 1.72], [-0.40, 2.33, -1.02], [-0.94, 2.86, 0.54]],
  "nbo_charge": [0.381, -0.644, 0.413, -0.492, -0.314, -0.080, -0.621, -0.077, -0.842, 0.439, 0.410, 0.433, 0.242, 0.232, 0.256, 0.217, 0.258, 0.377, 0.412],
  "multiplicity": 1,
  "smiles": "[H]/N=C1\\N[NH2+][C@H](C)[C@H]1N",
  "total_charge": 1,
  "orbital_gap_ev": 9.1,
  "e_homo_ev": -12.696,
  "molar_mass_g_mol": 115.16
}


two wins, 0.0274 hartree ahead of the next structure.


--- one ---
{
  "formula": "C6H6N",
  "method": "the ωB97M-V functional and the def2-TZVPD basis",
  "species": ["C", "C", "C", "C", "C", "C", "N", "H", "H", "H", "H", "H", "H"],
  "xyz": [[-1.29, 1.35, 0.06], [0.01, 1.26, 0.09], [-1.55, -1.10, 0.02], [-2.28, 0.04, 0.03], [0.60, -0.18, 0.06], [2.03, -0.08, 0.03], [-0.24, -1.13, 0.07], [-2.16, -1.91, -0.22], [-3.33, 0.04, -0.05], [0.57, 2.07, -0.01], [2.61, -0.01, -0.92], [2.43, -1.02, 0.31], [2.58, 0.69, 0.55]],
  "nbo_charge": [0.495, -0.394, 0.007, -0.197, 0.393, -0.728, -0.292, 0.281, 0.273, 0.292, 0.303, 0.288, 0.280],
  "multiplicity": 1,
  "total_charge": 1,
  "orbital_gap_ev": [7.2, 7.0],
  "e_homo_ev": [-15.220, -15.210],
  "molar_mass_g_mol": 92.12
}


--- two ---
{
  "formula": "C6H6N",
  "method": "the ωB97M-V functional and the def2-TZVPD basis",
  "species": ["C", "C", "C", "C", "C", "C", "N", "H", "H", "H", "H", "H", "H"],
  "xyz": [[0.59, 0.88, 1.70], [-0.09, 1.69, 1.00], [-0.42, -0.01, -0.56], [-0.93, -0.47, -1.77], [1.02, -0.44, 1.54], [-0.57, 1.43, -0.25], [0.24, -0.89, 0.33], [-1.09, -1.47, -2.14], [-1.27, 0.40, -2.37], [2.01, -0.11, 1.24], [1.07, -1.24, 2.36], [-0.68, 2.10, -1.26], [0.10, -1.86, 0.18]],
  "nbo_charge": [0.312, -0.039, 0.103, -0.202, -0.329, -0.029, -0.575, 0.245, 0.219, 0.268, 0.305, 0.296, 0.427],
  "multiplicity": 1,
  "total_charge": 1,
  "orbital_gap_ev": [7.1, 6.5],
  "e_homo_ev": [-13.791, -13.336],
  "molar_mass_g_mol": 92.12
}


--- three ---
{
  "formula": "C6H6N",
  "method": "the ωB97M-V functional and the def2-TZVPD basis",
  "species": ["C", "C", "C", "C", "N", "C", "C", "H", "H", "H", "H", "H", "H"],
  "xyz": [[-1.90, 0.16, 0.02], [-0.64, 0.35, -0.12], [0.33, 1.34, -0.01], [1.67, 1.17, -0.04], [2.09, -0.16, -0.08], [1.28, -1.07, -0.09], [0.15, -1.73, 0.01], [-2.18, -0.88, -0.10], [-2.65, 1.01, 0.31], [-0.07, 2.32, 0.22], [2.25, 1.99, -0.01], [-0.19, -2.21, -1.02], [-0.14, -2.28, 0.92]],
  "nbo_charge": [-0.378, 0.242, -0.325, 0.053, -0.334, 0.532, -0.523, 0.261, 0.306, 0.308, 0.240, 0.311, 0.307],
  "multiplicity": 1,
  "smiles": "C=C=CC=[N+]=C=C",
  "total_charge": 1,
  "orbital_gap_ev": [8.4, 8.4],
  "e_homo_ev": [-14.192, -14.192],
  "molar_mass_g_mol": 92.12
}


--- four ---
{
  "formula": "C6H6N",
  "method": "the ωB97M-V functional and the def2-TZVPD basis",
  "species": ["C", "C", "C", "C", "C", "C", "N", "H", "H", "H", "H", "H", "H"],
  "xyz": [[0.29, 1.28, 1.34], [1.04, 0.55, 0.62], [-1.56, 0.08, 0.71], [-1.05, 1.29, 1.44], [0.62, -0.50, -0.17], [1.09, -0.63, -1.54], [-0.83, -0.64, -0.01], [-2.68, -0.19, 0.71], [-1.68, 2.10, 1.93], [1.20, -1.30, 0.54], [1.02, 0.36, -1.90], [0.51, -1.33, -2.17], [2.02, -1.06, -1.49]],
  "nbo_charge": [0.018, 0.304, 0.046, -0.036, -0.207, -0.599, -0.241, 0.281, 0.298, 0.382, 0.237, 0.270, 0.246],
  "multiplicity": 1,
  "total_charge": 1,
  "orbital_gap_ev": 8.3,
  "e_homo_ev": -15.581,
  "molar_mass_g_mol": 92.12
}


three wins, 0.0213 hartree ahead of the next structure.


--- one ---
{
  "formula": "C2H6N2S",
  "method": "the ωB97M-V functional and the def2-TZVPD basis",
  "species": ["C", "C", "H", "H", "H", "H", "H", "H", "N", "N", "S"],
  "xyz": [[0.13, 1.81, -0.22], [0.62, 0.36, -0.05], [-0.67, 2.05, -1.99], [-0.75, 3.59, -1.12], [-0.92, 1.44, 0.00], [0.36, 2.71, 0.76], [1.75, 0.32, -0.18], [-1.60, -2.23, 0.53], [-0.02, 2.55, -1.48], [-0.26, -0.45, 0.49], [-0.05, -2.22, 0.66]],
  "nbo_charge": [-0.285, 0.075, 0.342, 0.339, 0.194, 0.197, 0.177, 0.167, -0.788, -0.545, 0.128],
  "multiplicity": 1,
  "total_charge": 0,
  "orbital_gap_ev": 9.5,
  "e_homo_ev": -9.263,
  "molar_mass_g_mol": 90.15
}


--- two ---
{
  "formula": "C2H6N2S",
  "method": "the ωB97M-V functional and the def2-TZVPD basis",
  "species": ["C", "C", "H", "H", "H", "H", "H", "H", "N", "N", "S"],
  "xyz": [[-1.24, 0.88, 0.60], [1.37, -1.22, -0.17], [-1.44, 0.09, 1.28], [-1.06, 1.82, 1.38], [-2.40, 1.30, -0.13], [0.57, 1.43, -0.61], [-0.07, -1.05, -1.47], [1.44, -1.29, 1.02], [0.17, 0.69, -0.06], [0.34, -0.52, -0.74], [2.33, -2.13, -1.10]],
  "nbo_charge": [-0.422, -0.096, 0.204, 0.210, 0.173, 0.374, 0.403, 0.209, -0.456, -0.500, -0.100],
  "multiplicity": 1,
  "total_charge": 0,
  "orbital_gap_ev": 9.0,
  "e_homo_ev": -8.416,
  "molar_mass_g_mol": 90.15
}


--- three ---
{
  "formula": "C2H6N2S",
  "method": "the ωB97M-V functional and the def2-TZVPD basis",
  "species": ["C", "C", "N", "N", "S", "H", "H", "H", "H", "H", "H"],
  "xyz": [[0.67, -0.31, -0.19], [-0.52, -0.40, -1.09], [-0.11, 0.84, 0.24], [-0.72, 0.69, 1.51], [-0.65, 0.26, -2.65], [0.78, -1.03, 0.58], [1.57, -0.08, -0.71], [-1.49, -0.87, -0.95], [-1.69, 0.98, 1.19], [-0.81, -0.25, 1.80], [0.63, 0.21, -3.19]],
  "nbo_charge": [-0.271, -0.362, -0.230, -0.632, 0.064, 0.195, 0.210, 0.227, 0.357, 0.320, 0.122],
  "multiplicity": 1,
  "total_charge": 0,
  "orbital_gap_ev": 8.8,
  "e_homo_ev": -7.805,
  "molar_mass_g_mol": 90.15
}


three wins, 0.0118 hartree ahead of the next structure.


--- one ---
{
  "formula": "C4H12IN2",
  "method": "the ωB97M-V functional and the def2-TZVPD basis",
  "species": ["C", "C", "C", "C", "N", "N", "I", "H", "H", "H", "H", "H", "H", "H", "H", "H", "H", "H", "H"],
  "xyz": [[1.32, -0.03, -0.50], [-0.20, -0.25, 1.50], [-1.56, 0.96, -0.82], [-0.03, -0.31, 0.04], [-1.51, 2.27, -0.50], [-0.51, -1.63, -0.44], [-3.19, -0.22, 0.09], [1.46, -0.60, -1.46], [2.11, -0.37, 0.15], [1.46, 1.13, -0.66], [-1.26, -0.34, 1.86], [0.20, 0.74, 2.00], [0.36, -0.99, 2.13], [-1.68, 0.77, -1.93], [-1.03, 2.78, -1.19], [-1.63, 2.56, 0.44], [-1.60, -1.41, -0.64], [-0.70, -2.29, 0.44], [0.09, -1.99, -1.09]],
  "nbo_charge": [-0.665, -0.735, -0.066, 0.129, -0.821, -0.778, 0.142, 0.212, 0.240, 0.252, 0.243, 0.261, 0.247, 0.224, 0.412, 0.414, 0.411, 0.443, 0.433],
  "multiplicity": 1,
  "total_charge": 1,
  "orbital_gap_ev": 9.0,
  "e_homo_ev": -12.502,
  "molar_mass_g_mol": 215.06
}


--- two ---
{
  "formula": "C4H12IN2",
  "method": "the ωB97M-V functional and the def2-TZVPD basis",
  "species": ["C", "C", "C", "C", "N", "N", "I", "H", "H", "H", "H", "H", "H", "H", "H", "H", "H", "H", "H"],
  "xyz": [[0.21, -1.79, 0.50], [-1.05, 1.76, -0.75], [-0.50, -0.78, -0.44], [-0.50, 0.59, 0.06], [0.00, 0.91, 1.27], [-1.94, -0.67, 0.07], [4.86, 0.04, -0.04], [-0.08, -2.75, 0.20], [-0.21, -1.63, 1.56], [1.32, -1.75, 0.51], [-1.80, 1.35, -1.50], [-0.21, 2.21, -1.35], [-1.42, 2.49, -0.03], [-0.36, -0.97, -1.58], [0.28, 0.13, 1.82], [-0.10, 1.86, 1.69], [-2.74, -0.58, -0.64], [5.20, 0.33, -1.48], [-2.21, -1.32, 0.76]],
  "nbo_charge": [-0.629, -0.662, -0.122, 0.481, -0.725, -0.759, -0.095, 0.248, 0.198, 0.260, 0.247, 0.270, 0.245, 0.265, 0.416, 0.439, 0.419, 0.097, 0.407],
  "multiplicity": 1,
  "total_charge": 1,
  "orbital_gap_ev": 9.5,
  "e_homo_ev": -12.594,
  "molar_mass_g_mol": 215.06
}


two wins, 0.0612 hartree ahead of the next structure.